Entry 1:
Density functional theory data (ωB97M-V/def2-TZVPD) for the molecule C8H14N2O3 at a distorted geometry.

HOMO level   -7.0079 eV
Molecular weight   186.211 g/mol
Orbital gap   0.288 hartree
E_LUMO   0.8 eV
Energy above the lowest of the compared OMol25 structures with the same formula, charge and spin   81.07 kcal/mol

Last column: natural (NBO) charge in e.
CARTESIAN COORDINATES (ANGSTROEM)
O  -1.71822  0.19201  -2.24648  -0.647
O  2.10313  0.67461  -1.08072  -0.582
O  -0.07446  1.42689  -3.15093  -0.730
N  0.71985  -0.49583  0.35434  -0.492
N  -0.00023  3.11563  -1.15586  -0.816
C  1.10070  0.37009  -0.53047  0.711
C  -1.10847  0.80980  1.35705  -0.372
C  -0.63003  -0.60703  0.89780  -0.222
C  1.65390  -1.65896  0.73728  -0.216
C  -0.88272  1.04733  -2.07164  0.708
C  -1.50623  1.81786  0.24201  -0.458
C  -0.61268  1.90091  -0.93421  0.049
C  1.26335  -2.80186  -0.18602  -0.635
H  -0.15489  0.62052  -3.85058  0.501
H  -1.77808  2.84047  0.66823  0.220
H  0.68882  3.04691  -1.91773  0.414
H  1.30425  -1.95976  1.76576  0.195
H  0.16626  3.82805  -0.46180  0.395
H  2.72824  -1.24101  0.76016  0.235
H  -0.75273  -1.11005  1.79909  0.214
H  2.06273  -3.65396  -0.04966  0.221
H  -1.90534  0.66352  2.08300  0.211
H  -2.40425  1.31548  -0.15083  0.238
H  -0.12304  1.06087  1.85092  0.199
H  1.37588  -2.40462  -1.14502  0.215
H  -1.28888  -1.06432  0.10930  0.216
H  0.20818  -3.01679  -0.25998  0.227


Entry 2:
Density functional theory data (ωB97M-V/def2-TZVPD) for a cluster of 2 separate species, C7H16FO2P in total at a distorted geometry.

HOMO level   -8.8239 eV
SMILES   C=C(C)P(F)OC.CC(C)O
Molecular weight   182.175 g/mol
Orbital gap   0.353 hartree
E_LUMO   0.8 eV
Energy above the lowest of the compared OMol25 structures with the same formula, charge and spin   13.90 kcal/mol

Last column: natural (NBO) charge in e.
CARTESIAN COORDINATES (ANGSTROEM)
P  1.42466  -0.30237  -0.75102  1.356
F  2.93736  -0.32971  -1.37696  -0.600
O  -1.50480  1.23519  0.28663  -0.726
O  1.72477  -1.51177  0.38617  -0.824
C  -3.10527  0.32083  -1.15432  -0.664
C  1.63849  1.20288  0.41303  -0.280
C  -2.51742  0.24613  0.25546  0.088
C  1.81035  -2.87006  0.02639  -0.226
C  1.70726  0.97391  1.72894  -0.345
C  2.08501  2.31871  -0.49792  -0.660
C  -1.73010  -1.10429  0.28704  -0.627
H  2.57451  -3.24414  0.72465  0.194
H  -3.54390  -0.53939  -1.64851  0.211
H  2.00335  1.63555  2.41653  0.179
H  2.09625  3.37401  0.04966  0.211
H  -0.83499  -0.92810  -0.33073  0.213
H  -2.31754  0.53040  -1.89661  0.228
H  -1.65417  -1.27874  1.33833  0.214
H  2.98653  2.14373  -0.90297  0.229
H  -3.09549  0.54032  1.15695  0.173
H  -1.93490  1.92046  0.81488  0.465
H  -2.41161  -1.81206  -0.13320  0.204
H  0.86650  -3.30117  0.09746  0.172
H  2.05852  -2.87536  -0.94356  0.171
H  1.44254  0.09329  2.21895  0.206
H  -3.95987  1.05606  -1.39732  0.209
H  1.25393  2.50567  -1.16794  0.229


Entry 3:
Density functional theory data (ωB97M-V/def2-TZVPD) for the ion C18H23F3N5O with charge +1 at a distorted geometry.

HOMO level   -12.2136 eV
SMILES   NCCc1c(-c2ccncc2)c(CCC(N)=O)c(C(F)(F)F)c[n+]1CCN
Molecular weight   382.410 g/mol
Orbital gap   0.266 hartree
E_LUMO   -5.0 eV
Total charge   +1

Last column: natural (NBO) charge in e.
CARTESIAN COORDINATES (ANGSTROEM)
F  2.38213  -1.56153  4.06353  -0.302
F  0.96534  -0.02506  5.22088  -0.339
F  2.85519  0.89023  4.08959  -0.320
O  2.49501  -2.72670  1.31231  -0.556
N  2.01686  -2.95467  -1.06804  -0.856
N  2.00245  1.78986  -4.58768  -0.391
N  -3.29222  -2.53860  0.74200  -0.865
N  -2.23555  3.04121  -0.83448  -0.835
N  -1.81555  -0.05636  1.72138  -0.388
C  1.53896  2.32309  -1.98002  -0.262
C  0.67748  -0.10217  -2.92808  -0.281
C  -2.48579  1.84015  -1.71978  -0.226
C  -3.52859  -1.90983  2.10745  -0.237
C  1.30151  0.50562  -4.30339  0.024
C  -2.48068  0.39350  -0.94846  -0.495
C  2.63409  -2.15806  0.10034  0.663
C  1.36055  0.33277  1.11914  0.179
C  -0.79191  -0.21418  2.86512  0.131
C  -3.28270  -0.28592  2.11696  -0.243
C  0.79012  0.89196  -1.58631  -0.077
C  0.22542  0.50310  -0.09653  -0.109
C  2.95873  0.50589  0.77666  -0.482
C  2.13847  2.72662  -3.43616  0.031
C  0.84365  -0.01247  2.64719  -0.135
C  1.80257  -0.17456  3.97189  0.980
C  -1.38603  0.27008  0.27635  0.369
C  3.42698  -0.75739  -0.21457  -0.513
H  -1.20269  -0.49789  3.94161  0.292
H  -2.72339  -2.40485  2.83282  0.185
H  0.14685  -1.16182  -2.86691  0.261
H  -1.69436  1.78090  -2.60519  0.193
H  2.03095  -2.32052  -1.89766  0.362
H  -3.39354  0.11646  3.23061  0.248
H  4.56975  -0.95530  0.02388  0.282
H  -4.04111  0.33264  1.47379  0.265
H  -2.26850  -2.52731  0.49597  0.362
H  -3.58075  0.09067  -0.64369  0.273
H  1.68476  3.11070  -1.10137  0.241
H  2.66364  3.78545  -3.57751  0.263
H  -2.14961  -0.41567  -1.76140  0.268
H  -1.24637  2.95894  -0.48570  0.351
H  3.67161  0.44857  1.70414  0.278
H  1.17216  -0.21057  -5.25258  0.243
H  -4.58261  -2.24249  2.53541  0.245
H  3.25464  -0.48338  -1.36288  0.248
H  2.72980  -3.71732  -1.27571  0.405
H  -3.58318  -3.54323  0.74874  0.390
H  3.21172  1.49536  0.16702  0.274
H  -2.24431  3.86703  -1.48692  0.379
H  -3.54193  1.95705  -2.26376  0.229


Entry 4:
Density functional theory data (ωB97M-V/def2-TZVPD) for a structure of composition C7H11Br2N at a distorted geometry.

HOMO level (spin up / spin down)   -8.5094 / -8.5103 eV
Molecular weight   268.980 g/mol
Orbital gap (spin up / spin down)   0.291 / 0.291 hartree
E_LUMO (spin up / spin down)   -0.6 / -0.6 eV
Energy above the lowest of the compared OMol25 structures with the same formula, charge and spin   67.22 kcal/mol

Last column: natural (NBO) charge in e.
CARTESIAN COORDINATES (ANGSTROEM)
Br  -3.72240  1.59239  -0.05611  0.215
Br  -4.48421  -1.45372  -0.05091  0.187
N  -1.68524  -0.61450  0.44542  -0.347
C  0.39499  0.25335  1.38388  -0.374
C  1.46353  -0.71939  1.03071  -0.409
C  -0.75223  0.39074  0.40871  -0.142
C  -3.22727  -0.10581  0.11037  -0.184
C  0.94408  -0.26081  -1.40604  -0.415
C  2.02022  -0.41722  -0.32610  -0.400
C  -0.16229  0.62598  -1.07003  -0.391
H  2.71344  0.44602  -0.38786  0.201
H  1.10116  -1.64225  1.16722  0.206
H  1.39565  -0.05349  -2.45862  0.219
H  -1.16118  1.31083  0.60011  0.186
H  2.60476  -1.29348  -0.68384  0.214
H  0.11481  0.19493  2.49454  0.217
H  0.96297  1.22667  1.29083  0.195
H  0.37221  -1.30153  -1.46247  0.203
H  2.26333  -0.53217  1.77170  0.205
H  -1.15301  0.66937  -1.64787  0.215
H  -0.00331  1.68409  -1.15366  0.201


Entry 5:
Density functional theory data (ωB97M-V/def2-TZVPD) for a structure of composition C60H62AsMnN2O10P3Se at a distorted geometry.

HOMO level (spin up / spin down)   -7.4701 / -6.8629 eV
<S²>   0.763
Multiplicity   2
Molecular weight   1272.902 g/mol
Orbital gap (spin up / spin down)   0.217 / 0.194 hartree
E_LUMO (spin up / spin down)   -1.6 / -1.6 eV
Energy above the lowest of the compared OMol25 structures with the same formula, charge and spin   0.00 kcal/mol

Last column: Löwdin spin population.
CARTESIAN COORDINATES (ANGSTROEM)
Se  -2.80324  -1.47295  1.07995  0.000
As  4.96997  -1.39927  3.22538  0.000
Mn  -1.86720  0.11304  -0.69894  0.986
P  -2.84223  1.66178  -2.02413  -0.016
P  -0.63572  -2.36885  -1.80681  0.001
P  1.02103  0.40243  1.54373  0.000
O  -3.56704  -0.58252  -0.11714  0.024
O  1.62408  -0.23412  0.14596  -0.001
O  -1.07926  -3.70930  -1.16536  0.000
O  -3.06043  -0.65112  2.46673  0.001
O  -1.80270  -1.46226  -1.94259  0.001
O  0.67312  -1.85680  -1.09264  0.001
O  -1.19007  -1.20372  0.65956  -0.002
O  -3.23638  -3.01213  1.17483  -0.002
O  0.00116  -2.68799  -3.22514  0.000
O  -0.75488  0.96264  -3.64191  0.006
N  -0.02465  0.39184  -1.50126  0.003
N  -2.20694  1.57182  0.82213  0.001
C  5.18677  2.68670  4.40185  0.000
C  3.60670  -0.83498  1.88952  0.000
C  1.77649  2.04673  1.35509  0.000
C  -0.29434  -4.54225  0.95083  0.000
C  -0.33846  -4.81064  -0.54550  0.000
C  -2.05506  3.16730  -2.71820  -0.003
C  0.30920  -2.56468  -5.56342  0.000
C  -5.44672  0.86441  -2.57362  -0.001
C  5.80213  0.20689  5.46148  0.000
C  -5.02522  0.53061  -5.29883  0.000
C  3.43513  -3.59021  4.28986  0.000
C  1.07808  -0.45579  -1.09123  0.001
C  2.14031  2.53772  0.10086  0.000
C  4.19244  -0.27001  -3.34317  0.001
C  2.12851  -2.21480  6.30757  0.000
C  -6.27886  0.28947  -4.75592  -0.001
C  -0.65923  -3.02327  -4.48190  0.000
C  -0.57990  -0.55520  3.59956  0.000
C  2.84121  4.61591  1.08917  0.000
C  -1.86304  5.03476  -4.22154  0.000
C  -3.28793  2.50340  0.55891  0.000
C  5.23984  0.28132  4.18578  0.000
C  2.69259  3.80325  -0.02538  0.000
C  -0.76800  1.82410  3.26199  0.000
C  -2.51167  3.86898  -3.82590  -0.001
C  -0.95583  3.64716  -2.00286  -0.001
C  3.05933  -1.56204  5.50968  0.000
C  2.26053  -0.52430  2.52684  0.000
C  1.99100  2.84787  2.48141  0.000
C  -1.72073  1.88117  4.26077  0.000
C  3.57014  0.32729  -4.43409  0.000
C  -5.25635  4.37507  -0.00688  0.000
C  1.84434  -3.55710  6.09201  0.000
C  -3.98318  0.95362  -4.48613  -0.001
C  -0.83304  -4.53571  -4.54352  0.000
C  2.50272  -4.24571  5.08310  0.000
C  -4.72084  3.59898  -1.02070  0.000
C  2.49150  4.13191  2.34382  0.000
C  -4.83203  4.18543  1.30337  0.000
C  -4.19701  1.15234  -3.12202  -0.002
C  -1.99765  -2.31552  -4.65589  0.000
C  3.72033  -2.24031  4.48725  0.000
C  -0.15183  0.60780  2.96000  0.000
C  -1.17240  -6.04468  -0.84432  0.000
C  2.12406  -0.28700  -2.18390  0.000
C  1.51135  0.30933  -3.25684  0.000
C  -0.31157  4.80639  -2.40152  0.000
C  0.10434  0.59206  -2.86018  0.004
C  -6.48474  0.44338  -3.39135  0.000
C  -0.76912  5.50473  -3.51373  0.000
C  -3.74187  2.64695  -0.74115  -0.001
C  -3.85826  3.24474  1.58950  0.000
C  4.95745  1.53517  3.65590  0.000
C  5.70668  2.59793  5.68329  0.000
C  -2.11763  0.72247  4.92149  0.000
C  1.06539  -4.93617  -1.12410  0.000
C  3.46714  -0.60304  -2.20136  0.000
C  6.02463  1.35097  6.21035  0.000
C  2.20805  0.61448  -4.40783  0.001
C  -1.54705  -0.49326  4.58613  0.000
H  1.29415  -3.00461  -5.39442  0.000
H  5.86968  3.49375  6.26875  0.000
H  0.54133  5.17415  -1.84275  0.000
H  -0.27344  6.41833  -3.81838  0.000
H  4.95567  3.65440  3.97363  0.000
H  4.00118  0.02537  1.34459  0.000
H  3.94905  -1.08329  -1.35742  0.000
H  -7.09222  -0.03416  -5.39370  0.000
H  6.44629  1.27313  7.20446  0.000
H  6.05391  -0.76481  5.87267  0.000
H  -1.21063  -4.82244  -5.52575  0.000
H  4.15430  0.58853  -5.30769  0.000
H  3.94628  -4.13149  3.50052  0.000
H  2.00327  1.92988  -0.78262  0.000
H  -1.22048  -6.22357  -1.91923  0.000
H  -2.14997  2.83770  4.52995  0.000
H  -0.16989  -1.51647  3.32131  0.000
H  3.22351  5.62303  0.98396  0.000
H  0.15264  -5.39352  1.46835  0.000
H  1.64756  -4.04234  -0.90262  0.000
H  0.29063  -3.64082  1.15065  0.000
H  -1.86406  -1.40220  5.07775  0.000
H  -5.59772  0.96238  -1.50666  0.000
H  0.40632  -1.47842  -5.53920  0.000
H  3.50347  -1.64618  1.17131  0.000
H  1.02989  -5.05912  -2.20724  0.000
H  -4.85880  0.37495  -6.35791  0.000
H  -3.36116  3.50357  -4.38892  0.000
H  -1.53990  -4.86846  -3.78233  0.000
H  2.60955  4.75711  3.21966  0.000
H  -0.06033  -2.87335  -6.54155  0.000
H  -2.21633  5.57730  -5.09043  0.000
H  2.38859  0.09713  3.41725  0.000
H  -5.25378  4.78158  2.10359  0.000
H  1.11844  -4.06570  6.71357  0.000
H  1.77082  2.47072  3.47157  0.000
H  -2.99516  1.13396  -4.89378  0.000
H  -1.42836  2.07884  1.22097  0.002
H  -2.35804  -2.48024  -5.67276  0.000
H  -1.88606  -1.24651  -4.47910  0.000
H  3.00456  4.15529  -1.00033  0.000
H  4.55324  1.63192  2.65467  0.000
H  1.62271  -1.67071  7.09567  0.000
H  -1.30599  -4.37988  1.32163  0.000
H  -2.51798  0.92941  1.57400  0.000
H  -0.74187  -6.92273  -0.36162  0.000
H  0.13030  -5.02505  -4.38733  0.000
H  2.29006  -5.29387  4.91588  0.000
H  -0.47742  2.73680  2.75765  0.000
H  -2.18394  -5.89030  -0.46724  0.000
H  3.26615  -0.51406  5.68942  0.000
H  -2.73755  -2.69177  -3.94920  0.000
H  -7.45355  0.22420  -2.96057  0.000
H  1.55830  -5.80348  -0.68378  0.000
H  -5.05965  3.73151  -2.04199  0.000
H  -3.53204  3.07974  2.61022  0.000
H  -0.60337  3.06977  -1.15359  0.000
H  1.71244  1.08719  -5.24655  0.000
H  5.25470  -0.47695  -3.38073  0.000
H  -2.88906  0.77274  5.67851  0.000
H  -5.99859  5.12995  -0.23512  0.000
H  1.79086  -1.45244  2.85361  0.000


Entry 6:
Density functional theory data (ωB97M-V/def2-TZVPD) for the molecule C4H6N2O.

HOMO level   -8.3620 eV
SMILES   COc1c[nH]cn1
Molecular weight   98.105 g/mol
Orbital gap   0.342 hartree
E_LUMO   0.9 eV
Energy above the lowest of the compared OMol25 structures with the same formula, charge and spin   30.86 kcal/mol

Last column: natural (NBO) charge in e.
CARTESIAN COORDINATES (ANGSTROEM)
O  1.21136  -0.64942  -0.71736  -0.498
N  -2.02613  -0.35407  0.48381  -0.518
N  -0.50962  1.00898  -0.40516  -0.503
C  -0.00681  -0.25550  -0.29735  0.396
C  -1.73561  0.89835  0.06022  0.186
C  -0.89397  -1.11829  0.27224  -0.199
C  2.27947  0.20104  -0.35328  -0.252
H  2.05572  1.24134  -0.60783  0.194
H  3.14493  -0.15806  -0.91228  0.191
H  -2.45098  1.70222  0.14860  0.195
H  2.47607  0.12165  0.72458  0.169
H  -0.59774  -1.93955  0.89213  0.222
H  -2.94669  -0.69868  0.71170  0.418


Entry 7:
Density functional theory data (ωB97M-V/def2-TZVPD) for a cluster of 2 separate species, C2H2BrClNO2 in total at a distorted geometry.

HOMO level (spin up / spin down)   -4.9834 / -4.8991 eV
Molecular weight   187.400 g/mol
Orbital gap (spin up / spin down)   0.293 / 0.278 hartree
E_LUMO (spin up / spin down)   3.0 / 2.7 eV
Total charge   -1
Energy above the lowest of the compared OMol25 structures with the same formula, charge and spin   97.09 kcal/mol

Last column: natural (NBO) charge in e.
CARTESIAN COORDINATES (ANGSTROEM)
Br  -2.83529  1.07287  -0.36248  -0.037
Cl  1.77237  1.28022  1.32378  0.149
O  2.60832  -0.46028  -0.75993  -0.725
O  0.49481  -1.21446  -1.08608  -0.727
N  0.82494  0.64230  0.12569  -0.405
C  -1.85291  -0.34997  0.40800  -0.427
C  1.36097  -0.36756  -0.69559  0.757
H  -1.03684  -0.60458  -0.28725  0.249
H  -1.33637  0.00146  1.33386  0.167


Entry 8:
Density functional theory data (ωB97M-V/def2-TZVPD) for the molecule C5H12O2.

HOMO level   -10.0432 eV
SMILES   CC[C@@H](O)CCO
Molecular weight   104.149 g/mol
Orbital gap   0.402 hartree
E_LUMO   0.9 eV
Energy above the lowest of the compared OMol25 structures with the same formula, charge and spin   19.91 kcal/mol

Last column: natural (NBO) charge in e.
CARTESIAN COORDINATES (ANGSTROEM)
O  1.31752  0.52121  0.48430  -0.722
O  0.90094  1.27494  -2.56559  -0.726
C  -0.07080  0.22890  0.47537  0.103
C  -0.68764  0.49829  -0.90466  -0.458
C  -0.10312  1.70375  -1.64969  -0.074
C  -0.34040  -1.21492  0.90501  -0.412
C  0.22851  -1.56144  2.27704  -0.610
H  -0.44738  -0.35541  -1.55259  0.199
H  0.09885  -1.87714  0.14421  0.191
H  -1.78079  0.53390  -0.82206  0.216
H  0.10087  -2.62672  2.49882  0.208
H  1.69388  0.17622  -0.33795  0.470
H  0.41246  2.38052  -0.96541  0.198
H  -0.88560  2.27512  -2.16810  0.164
H  0.45719  0.84689  -3.30980  0.463
H  -1.42477  -1.39328  0.88005  0.201
H  -0.26465  -0.99070  3.07292  0.201
H  -0.50161  0.90640  1.22728  0.169
H  1.29655  -1.32654  2.31086  0.221